(1)
Entry from OMol25: a cluster of 10 separate species, C4H28NO10 in total in a non-equilibrium geometry (wB97M-V/def2-TZVPD).

Its multiplicity is 1. The value obtained for the energy is -26561.293 eV. As for the net charge: +1.

Each line ends with the Löwdin charge.
Positions of all 43 atoms, in Å:
O1 0.602 0.970 -0.361  0.087
C1 0.213 1.311 0.721  -0.191
C2 -0.759 0.498 1.580  -0.215
C3 -0.344 -0.692 2.435  -0.198
C4 0.839 -0.435 3.359  -0.062
N1 -1.664 -0.096 0.512  0.176
H1 0.430 2.294 1.169  0.134
H2 -1.368 1.225 2.112  0.134
H3 -0.090 -1.536 1.783  0.098
H4 -1.253 -1.111 2.872  0.118
H5 0.536 -0.449 4.395  0.082
H6 1.702 -1.087 3.164  0.078
H7 1.461 0.363 2.936  0.076
H8 -1.048 -0.407 -0.249  0.096
H9 -2.332 0.541 0.072  0.116
H10 -2.214 -0.928 0.765  0.118
H11 2.703 2.127 0.419  0.011
H12 3.396 3.298 1.282  0.050
O2 2.772 3.067 0.593  -0.041
H13 -1.864 -3.228 1.845  0.047
H14 -1.913 -3.058 0.260  0.033
O3 -2.330 -2.857 1.106  -0.040
H15 -3.540 3.047 1.047  0.063
H16 -2.082 3.492 1.219  0.058
O4 -2.633 2.799 0.842  -0.034
H17 1.661 -2.162 0.182  0.015
H18 3.054 -1.697 -0.138  0.027
O5 2.337 -1.549 0.467  -0.040
H19 2.974 -0.334 -2.675  0.072
H20 1.562 0.500 -3.056  0.040
O6 2.078 -0.298 -3.004  -0.017
H21 -3.626 0.605 -2.333  0.085
H22 -2.268 0.834 -2.425  0.090
O7 -2.832 0.166 -1.991  -0.043
H23 -2.027 -1.590 -2.060  0.034
H24 -0.788 -2.571 -1.976  0.050
O8 -1.339 -1.943 -1.487  -0.060
H25 1.641 2.493 -1.936  -0.007
H26 2.066 3.151 -3.179  0.051
O9 1.268 3.040 -2.642  -0.056
H27 1.617 -1.828 -2.598  -0.004
H28 1.954 -3.244 -2.832  0.056
O10 1.448 -2.722 -2.195  -0.087

---

(2)
Entry from OMol25: a cluster of 10 separate species, C4H28O12 in total in a non-equilibrium geometry (wB97M-V/def2-TZVPD).

The structure (SMILES) is OCCO.OCCO.O.O.O.O.O.O.O.O. Its multiplicity is 1. The value obtained for the energy is -29171.083 eV.

Each line ends with the Löwdin charge.
Positions of all 44 atoms, in Å:
O1 1.667 -2.542 1.381  -0.047
H1 0.873 -3.004 1.145  0.000
H2 1.600 -1.630 1.089  -0.015
O2 1.332 2.352 -2.603  -0.049
H3 1.089 2.648 -1.721  0.062
H4 1.091 1.384 -2.645  0.048
O3 -1.188 -1.673 1.582  -0.017
H5 -0.778 -1.551 2.412  0.056
H6 -2.121 -1.723 1.767  0.075
O4 -0.716 -2.952 -0.995  -0.027
H7 -0.837 -2.335 -0.250  -0.006
H8 0.154 -2.766 -1.263  0.006
O5 -2.700 0.358 3.184  -0.019
H9 -2.734 0.475 4.085  -0.002
H10 -1.839 0.680 2.987  -0.043
O6 -0.280 0.079 -1.983  -0.045
H11 -1.175 -0.306 -2.037  0.021
H12 0.308 -0.574 -2.334  0.052
O7 0.567 -0.008 0.674  -0.047
H13 0.444 0.138 -0.241  -0.009
H14 -0.184 -0.540 0.916  -0.025
O8 -0.271 1.449 2.774  -0.003
H15 0.249 1.260 3.521  0.044
H16 0.158 1.118 2.010  -0.015
C1 4.069 0.472 0.353  -0.229
C2 3.492 0.423 -1.107  -0.217
O9 3.696 1.748 -1.576  -0.080
O10 4.110 -0.834 0.851  -0.070
H17 3.470 1.056 1.015  0.106
H18 5.109 0.858 0.372  0.128
H19 2.441 0.070 -1.135  0.094
H20 4.091 -0.234 -1.739  0.114
H21 2.921 2.075 -2.015  -0.004
H22 4.783 -1.327 0.399  0.080
C3 -3.235 0.336 -1.719  -0.254
C4 -3.090 0.806 -0.302  -0.227
O11 -3.705 2.112 -0.385  -0.057
O12 -2.774 -0.992 -1.814  -0.102
H23 -2.778 1.042 -2.451  0.148
H24 -4.283 0.342 -2.034  0.129
H25 -2.088 0.899 0.078  0.100
H26 -3.611 0.162 0.454  0.131
H27 -4.072 2.280 0.480  0.079
H28 -3.244 -1.618 -1.198  0.137

---

(3)
Entry from OMol25: a cluster of 11 separate species, C4H29NO11 in total in a non-equilibrium geometry (wB97M-V/def2-TZVPD).

The structure (SMILES) is C=C(O)N(C)C.O.O.O.O.O.O.O.O.O.O. Its multiplicity is 1. The value obtained for the energy is -28630.218 eV.

Each line ends with the Löwdin charge.
Positions of all 45 atoms, in Å:
C1 -3.195 -0.521 -0.036  0.081
C2 -1.929 -0.481 0.363  -0.454
N1 -1.564 -0.882 1.685  -0.206
C3 -2.166 -2.070 2.231  -0.095
C4 -1.609 0.284 2.604  -0.045
O1 -0.884 -0.311 -0.502  -0.016
H1 -4.153 -0.468 0.483  0.082
H2 -3.290 -0.166 -1.068  0.082
H3 -0.147 -0.610 -2.606  0.041
H4 -1.655 -2.911 1.724  0.079
H5 -3.235 -2.156 2.032  0.078
H6 -1.981 -2.344 3.267  0.087
H7 -2.640 0.667 2.670  0.093
H8 -1.203 0.005 3.574  0.083
H9 -0.922 1.044 2.201  0.073
H10 2.678 2.175 2.292  0.019
H11 1.352 1.956 3.114  0.009
O2 2.246 2.302 3.140  -0.062
H12 1.592 0.685 0.342  0.018
H13 1.399 2.119 -0.230  0.053
O3 1.058 1.478 0.420  -0.054
H14 2.783 -1.659 2.139  0.050
H15 1.852 -1.364 0.954  -0.008
O4 2.726 -1.120 1.343  -0.072
H16 -2.663 -4.147 -0.995  0.032
H17 -2.540 -2.630 -1.317  -0.008
O5 -2.670 -3.501 -1.707  -0.055
H18 2.852 1.904 -2.486  0.055
H19 3.332 0.894 -1.271  0.012
O6 2.774 1.630 -1.569  -0.065
H20 -2.556 3.567 0.577  0.027
H21 -1.514 3.429 -0.628  0.002
O7 -1.639 3.457 0.329  -0.060
H22 0.167 -1.798 0.032  0.030
H23 0.778 -3.126 0.287  0.071
O8 0.987 -2.308 -0.195  -0.061
H24 3.564 -1.398 -0.739  0.020
H25 3.796 -1.077 -2.251  0.057
O9 4.026 -0.821 -1.355  -0.044
H26 -0.117 1.613 -2.275  -0.009
H27 -0.442 0.523 -0.161  0.095
O10 -0.674 2.401 -2.385  -0.060
H28 0.053 -0.222 -4.055  0.058
H29 -0.757 2.456 -3.340  0.040
O11 0.412 -0.050 -3.177  -0.053

---

(4)
Entry from OMol25: a cluster of 11 separate species, C4H29NO12 in total in a non-equilibrium geometry (wB97M-V/def2-TZVPD).

The structure (SMILES) is C[C@@H](CO)NC=O.O.O.O.O.O.O.O.O.O.O. Its multiplicity is 1. The value obtained for the energy is -30679.390 eV.

Each line ends with the Löwdin charge.
Positions of all 46 atoms, in Å:
C1 1.130 -0.467 -2.153  -0.323
N1 0.884 -1.661 -1.576  0.075
C2 -0.738 -3.022 -0.344  -0.059
C3 0.051 -1.765 -0.359  -0.322
C4 0.944 -1.631 0.921  -0.154
O1 1.101 -0.232 1.175  -0.167
O2 1.062 0.586 -1.531  -0.018
H1 1.528 -0.397 -3.171  0.141
H2 0.859 -2.463 -2.198  0.121
H3 -1.734 -2.959 -0.801  0.080
H4 -0.899 -3.382 0.698  0.090
H5 -0.285 -3.892 -0.865  0.091
H6 -0.583 -0.870 -0.336  0.126
H7 0.496 -2.091 1.837  0.088
H8 1.985 -1.981 0.767  0.143
H9 0.228 0.206 1.282  0.077
H10 0.669 -2.320 4.493  0.054
H11 1.180 -1.059 3.767  0.011
O3 0.624 -1.858 3.649  -0.083
H12 1.603 0.678 2.935  -0.006
H13 2.679 -0.082 2.404  0.056
O4 2.363 0.199 3.272  -0.046
H14 1.953 1.393 0.509  0.044
H15 1.961 2.897 0.112  0.068
O5 2.215 2.292 0.817  -0.036
H16 -0.968 1.017 -4.531  0.054
H17 -1.932 1.035 -3.288  0.012
O6 -1.473 0.450 -3.939  -0.073
H18 -0.930 0.661 3.243  0.050
H19 -0.197 1.991 2.774  0.008
O7 -0.962 1.372 2.591  -0.078
H20 1.084 3.882 2.954  0.066
H21 1.701 2.515 2.322  0.019
O8 1.131 2.928 3.054  -0.088
H22 -2.145 0.181 1.368  0.034
H23 -3.518 0.538 0.861  0.073
O9 -2.682 0.160 0.555  -0.051
H24 -1.451 -2.605 -4.248  0.040
H25 -1.108 -1.204 -3.632  -0.013
O10 -1.125 -2.167 -3.459  -0.073
H26 0.195 2.894 -3.231  0.016
H27 0.745 2.609 -1.825  -0.012
O11 0.634 3.309 -2.480  -0.066
H28 -2.972 2.203 -1.503  0.066
H29 -2.662 0.751 -1.067  0.010
O12 -2.639 1.360 -1.824  -0.048

---

(5)
Entry from OMol25: a cluster of 11 separate species, C4H29NO13 in total in a non-equilibrium geometry (wB97M-V/def2-TZVPD).

The structure (SMILES) is O=C[C@H](CO)NCO.O.O.O.O.O.O.O.O.O.O. Its multiplicity is 1. The value obtained for the energy is -32724.893 eV.

Each line ends with the Löwdin charge.
Positions of all 47 atoms, in Å:
O1 -0.829 -2.737 -2.868  0.078
C1 -1.690 -1.984 -2.500  -0.196
C2 -1.460 -0.576 -1.977  -0.281
C3 0.051 -0.283 -1.914  -0.126
O2 0.089 1.094 -1.396  -0.124
N1 -2.117 -0.374 -0.700  0.015
C4 -3.453 0.019 -0.723  -0.299
O3 -4.425 -1.045 -0.630  -0.079
H1 -2.736 -2.345 -2.428  0.121
H2 -1.891 0.160 -2.665  0.148
H3 0.507 -0.780 -1.062  0.124
H4 0.572 -0.416 -2.854  0.121
H5 -0.030 1.715 -2.122  0.081
H6 -1.569 -0.434 0.149  0.098
H7 -3.784 0.768 0.007  0.120
H8 -3.761 0.535 -1.643  0.118
H9 -4.021 -1.915 -0.608  0.059
H10 -2.157 4.604 -0.539  0.039
H11 -1.931 3.208 -0.231  0.015
O4 -1.798 4.071 0.184  -0.058
H12 -2.544 -3.163 2.512  0.049
H13 -2.280 -1.911 3.309  0.036
O5 -1.831 -2.571 2.770  -0.051
H14 2.822 1.737 -0.067  0.010
H15 1.636 0.895 -0.496  0.011
O6 2.602 0.834 -0.359  -0.079
H16 4.080 -0.971 1.689  0.031
H17 3.933 -0.011 0.545  -0.023
O7 4.616 -0.407 1.118  -0.081
H18 0.478 -0.022 1.660  0.033
H19 -0.518 1.164 1.137  0.039
O8 -0.403 0.358 1.641  -0.049
H20 -0.208 -1.382 4.693  0.028
H21 -0.911 -0.051 4.123  0.012
O9 -0.600 -0.531 4.896  -0.056
H22 2.516 1.271 -3.957  0.047
H23 1.202 1.952 -4.561  0.041
O10 1.809 1.904 -3.822  -0.040
H24 2.798 1.910 2.230  0.027
H25 1.856 1.798 3.433  0.052
O11 2.077 1.385 2.592  -0.048
H26 4.145 2.807 -0.786  0.055
H27 5.026 2.199 0.375  0.052
O12 4.325 2.813 0.157  -0.036
H28 0.185 -3.039 1.889  0.000
H29 1.226 -3.917 1.321  0.037
O13 0.432 -3.438 1.041  -0.070

---

(6)
Entry from OMol25: a cluster of 11 separate species, C4H29O11 in total in a non-equilibrium geometry (wB97M-V/def2-TZVPD).

Its multiplicity is 1. The value obtained for the energy is -27140.083 eV. As for the net charge: -1.

Each line ends with the Löwdin charge.
Positions of all 44 atoms, in Å:
O1 9.210 11.594 -5.488  0.264
H1 9.381 10.754 -5.920  0.044
H2 8.420 11.522 -4.948  0.058
H3 9.119 12.314 -6.117  0.152
C1 5.343 12.936 -5.269  -0.107
C2 5.762 11.467 -5.170  -0.635
C3 6.085 10.963 -6.595  -0.089
O2 6.779 11.347 -4.198  -0.322
H4 5.089 13.269 -4.263  0.059
H5 4.380 13.075 -5.762  0.057
H6 6.166 13.553 -5.630  0.062
H7 4.914 10.855 -4.863  0.105
H8 5.142 11.006 -7.139  0.076
H9 6.564 9.985 -6.540  0.050
H10 6.919 11.566 -6.954  0.048
C4 10.677 9.082 -7.137  -0.327
O3 9.364 9.416 -6.961  -0.349
H11 11.106 9.273 -8.121  0.056
H12 11.348 9.696 -6.535  0.047
H13 10.902 8.043 -6.898  0.032
O4 8.256 6.542 -8.271  -0.042
H14 7.565 7.204 -8.287  0.043
H15 8.489 6.460 -7.346  0.042
O5 11.954 6.359 -5.226  -0.049
H16 12.561 5.799 -5.709  0.027
H17 11.728 7.056 -5.842  -0.025
O6 12.690 6.581 -9.214  -0.046
H18 12.404 7.350 -8.721  0.001
H19 12.138 5.869 -8.891  0.031
O7 9.302 7.598 -10.556  -0.056
H20 9.758 8.199 -9.967  0.000
H21 8.619 7.203 -10.015  -0.018
O8 7.753 10.527 -9.416  -0.048
H22 8.253 10.194 -8.671  -0.006
H23 7.192 9.796 -9.676  0.053
O9 10.152 10.835 -10.681  -0.060
H24 9.414 10.598 -10.119  -0.040
H25 10.795 11.217 -10.083  0.021
O10 7.881 8.084 -4.613  -0.063
H26 8.581 7.894 -5.237  -0.009
H27 7.478 8.887 -4.941  -0.012
O11 14.159 10.714 -6.782  -0.052
H28 13.239 10.564 -6.565  -0.002
H29 14.586 9.875 -6.610  0.030

---

(7)
Entry from OMol25: a cluster of 2 separate species, C4H2Cl2 in total in a non-equilibrium geometry (wB97M-V/def2-TZVPD).

Its multiplicity is 1. The value obtained for the energy is -29218.997 eV.

Each line ends with the Löwdin charge.
Positions of all 8 atoms, in Å:
C1 0.836 1.464 -0.085  0.175
C2 -0.060 0.655 -0.031  -0.179
C3 -1.672 -1.366 0.006  -0.594
C4 -0.970 -0.306 -0.005  -0.136
Cl1 -3.358 -1.333 -0.013  0.638
Cl2 -3.071 1.946 0.009  -0.036
H1 1.184 2.435 0.086  0.040
H2 -1.421 -2.414 0.282  0.091

---

(8)
Entry from OMol25: an isolated molecule of C4H2Cl2IN in a non-equilibrium geometry (wB97M-V/def2-TZVPD).

The structure (SMILES) is Clc1ccn(I)c1Cl. Its multiplicity is 1. The value obtained for the energy is -38812.305 eV.

Each line ends with the Löwdin charge.
Positions of all 10 atoms, in Å:
C1 -1.333 0.166 0.027  -0.173
C2 -0.323 1.125 -0.001  -0.249
C3 -0.863 -1.112 0.087  -0.637
C4 0.976 -0.742 -0.175  -0.750
N1 0.916 0.572 -0.057  -0.615
Cl1 -1.464 -2.661 -0.046  0.668
Cl2 2.308 -1.711 0.114  0.642
I1 2.597 1.751 0.004  0.925
H1 -2.377 0.423 0.078  0.105
H2 -0.438 2.190 -0.031  0.084

---

(9)
Entry from OMol25: an isolated molecule of C4H2Cl2N2O in a non-equilibrium geometry (wB97M-V/def2-TZVPD).

The structure (SMILES) is O=C[C@]1(Cl)N=CC(Cl)=N1. Its multiplicity is 1. The value obtained for the energy is -34250.325 eV.

Each line ends with the Löwdin charge.
Positions of all 11 atoms, in Å:
C1 -1.273 0.871 0.152  -0.100
C2 -0.090 1.563 -0.415  -0.837
C3 0.723 -1.791 -0.356  -0.267
C4 0.345 -0.583 0.526  -0.718
N1 -0.999 -0.284 0.582  0.061
N2 0.969 0.916 -0.333  0.138
O1 1.655 -1.753 -1.075  0.101
Cl1 -0.317 3.079 -1.164  0.710
Cl2 1.221 -0.529 2.086  0.676
H1 -2.224 1.200 0.207  0.081
H2 -0.010 -2.690 -0.209  0.155

---

(10)
Entry from OMol25: an isolated molecule of C4H2Cl2N2O6S in a non-equilibrium geometry (wB97M-V/def2-TZVPD).

The structure (SMILES) is O=[N+]([O-])C1=C(Cl)[C@](Cl)([N+](=O)[O-])S(=O)(=O)C1. Its multiplicity is 1. The value obtained for the energy is -55317.208 eV.

Each line ends with the Löwdin charge.
Positions of all 17 atoms, in Å:
C1 1.036 0.164 0.604  -0.146
C2 0.027 1.067 0.647  -0.565
C3 0.814 -1.144 -0.214  -0.087
C4 -1.189 0.684 -0.374  -0.802
N1 2.272 0.340 1.338  -0.380
N2 -2.217 -0.142 0.225  -0.450
O1 2.312 1.234 2.129  0.082
O2 -1.763 -1.139 0.718  0.086
O3 3.137 -0.450 1.091  0.120
O4 -3.355 0.143 0.045  0.110
O5 0.366 0.289 -2.449  -0.284
O6 -1.207 -1.527 -1.995  -0.227
S1 -0.330 -0.551 -1.529  0.686
Cl1 -0.078 2.583 1.347  0.839
Cl2 -1.884 1.920 -1.294  0.854
H1 1.718 -1.470 -0.492  0.062
H2 0.342 -2.000 0.206  0.102

---

(11)
Entry from OMol25: a cluster of 2 separate species, C4H2Cl2S in total in a non-equilibrium geometry (wB97M-V/def2-TZVPD).

The structure (SMILES) is ClC1=CS1.C#CCl. Its multiplicity is 1. The value obtained for the energy is -40054.848 eV.

Each line ends with the Löwdin charge.
Positions of all 9 atoms, in Å:
C1 -0.568 -0.178 -2.819  -0.002
C2 1.235 3.948 -0.459  -0.241
C3 -1.504 -0.123 -2.036  -0.775
C4 0.381 3.245 -1.098  -1.110
S1 0.949 2.121 0.185  0.676
Cl1 -2.742 -0.018 -0.970  0.696
Cl2 -0.669 3.024 -2.422  0.686
H1 -0.040 -0.126 -3.745  0.031
H2 1.562 4.872 -0.173  0.039

---

(12)
Entry from OMol25: a cluster of 2 separate species, C4H2Cl4 in total in a non-equilibrium geometry (wB97M-V/def2-TZVPD).

Its multiplicity is 1. The value obtained for the energy is -54265.051 eV.

Each line ends with the Löwdin charge.
Positions of all 10 atoms, in Å:
C1 0.659 -0.018 0.990  -0.288
C2 -0.195 -0.827 1.548  0.047
C3 -1.619 -0.488 -1.574  -1.028
C4 1.340 0.743 0.266  -1.190
Cl1 -2.376 0.967 -2.018  0.532
Cl2 -0.070 -0.709 -2.146  0.600
Cl3 2.948 0.351 -0.244  0.621
Cl4 0.703 2.307 -0.267  0.579
H1 -0.503 -0.995 2.591  0.078
H2 -0.886 -1.331 0.854  0.050